(1)
The following is a DFT calculation (the ωB97M-V functional and the def2-TZVPD basis) of the ion C8H14N3 with charge +1 at a distorted geometry.

Each atom is followed by the atoms it is bonded to, with distances in Å.
Atoms and positions in Å:
1 C -3.00 0.30 -0.06  C2 1.420, N9 1.351, H12 1.069
2 C -2.83 -0.59 1.03  C1 1.420, N10 1.339, H13 1.093
3 C -1.17 -0.82 -0.28  C4 1.517, N9 1.322, N10 1.310
4 C 0.11 -1.41 -0.83  C3 1.517, C5 1.504, H14 1.116, H15 0.996
5 C 1.15 -1.52 0.25  C4 1.504, C6 1.571, H16 1.066, H17 1.099
6 C 1.18 -0.29 1.23  C5 1.571, N11 1.373, H18 1.152, H19 1.075
7 C -1.52 1.13 -1.80  N9 1.438, H20 1.113, H21 1.137, H22 1.156
8 C 2.53 1.60 1.00  N11 1.365, H23 1.022, H24 1.061, H25 1.097
9 N -1.88 0.15 -0.81  C1 1.351, C3 1.322, C7 1.438
10 N -1.74 -1.33 0.79  C2 1.339, C3 1.310
11 N 1.49 0.85 0.53  C6 1.373, C8 1.365
12 H -3.64 1.15 -0.20  C1 1.069
13 H -3.35 -0.72 1.98  C2 1.093
14 H -0.13 -2.43 -1.21  C4 1.116
15 H 0.51 -0.79 -1.51  C4 0.996
16 H 0.95 -2.31 0.93  C5 1.066
17 H 2.13 -1.78 -0.17  C5 1.099
18 H 0.04 -0.19 1.27  C6 1.152
19 H 1.82 -0.48 2.07  C6 1.075
20 H -1.77 2.14 -1.41  C7 1.113
21 H -0.39 1.11 -1.94  C7 1.137
22 H -2.30 0.89 -2.62  C7 1.156
23 H 3.32 1.02 1.30  C8 1.022
24 H 2.76 2.37 0.31  C8 1.061
25 H 2.24 2.16 1.89  C8 1.097

Calculated values
Energy above the lowest of the compared OMol25 structures with the same formula, charge and spin: 5.7154 eV
Total energy: -12982.195 eV
LUMO level (spin up / spin down): -6.353 / -7.518 eV
Charge: +1
Max |F|: 4.12 eV Å⁻¹
E_HOMO (spin up / spin down): -0.46235 / -0.44040 Ha

natural (NBO) population analysis, charges in e, atoms 1 to 2: number 1, C, carries -0.04; number 2, C, carries -0.05

(2)
The following is a DFT calculation (the ωB97M-V functional and the def2-TZVPD basis) of a cluster of 2 separate species, C8H14N3 in total at a distorted geometry.

Each atom is followed by the atoms it is bonded to, with distances in Å.
Atoms and positions in Å:
1 C 1.61 0.25 -2.93  C2 1.405, C3 1.484, H12 1.049
2 C 1.69 1.29 -2.00  C1 1.405, N9 1.376, H13 1.150
3 C 0.14 0.02 -3.02  C1 1.484, N10 1.404, H23 1.056
4 C -0.69 -1.58 2.52  C5 1.483, C6 1.533, H14 1.175, H15 1.101
5 C 0.69 -2.10 2.43  C4 1.483, C6 1.570, H16 1.105, H17 1.073
6 C 0.43 -0.55 2.36  C4 1.533, C5 1.570, C8 1.447, H18 1.102
7 C -1.83 0.99 -1.89  N10 1.422, H19 1.145, H20 1.082, H21 1.093
8 C 0.44 0.17 1.11  C6 1.447, N11 1.318, H22 1.134
9 N 0.47 1.68 -1.50  C2 1.376, N10 1.336
10 N -0.42 0.83 -2.02  C3 1.404, C7 1.422, N9 1.336
11 N 0.16 1.45 1.04  C8 1.318, H24 1.070, H25 1.082
12 H 2.32 -0.35 -3.42  C1 1.049
13 H 2.67 1.81 -1.69  C2 1.150
14 H -1.37 -1.42 1.57  C4 1.175
15 H -1.29 -1.64 3.44  C4 1.101
16 H 1.31 -2.46 3.28  C5 1.105
17 H 0.99 -2.40 1.45  C5 1.073
18 H 0.62 -0.02 3.31  C6 1.102
19 H -1.98 2.11 -2.10  C7 1.145
20 H -2.18 0.25 -2.60  C7 1.082
21 H -2.23 0.71 -0.92  C7 1.093
22 H 0.40 -0.38 0.12  C8 1.134
23 H -0.43 -0.67 -3.57  C3 1.056
24 H 0.24 2.23 1.77  N11 1.070
25 H 0.28 1.83 0.03  N11 1.082

Calculated values
Energy above the lowest of the compared OMol25 structures with the same formula, charge and spin: 3.7908 eV
Total energy: -12984.119 eV
LUMO level: -4.045 eV
Charge: +1
Max |F|: 5.26 eV Å⁻¹
E_HOMO: -0.47906 Ha

natural (NBO) population analysis, charges in e, atoms 1 to 2: number 1, C, carries -0.31; number 2, C, carries -0.04

(3)
The following is a DFT calculation (the ωB97M-V functional and the def2-TZVPD basis) of a cluster of 2 separate species, C8H14N3 in total at a distorted geometry.

Each atom is followed by the atoms it is bonded to, with distances in Å.
Atoms and positions in Å:
1 C -2.18 1.22 -0.70  C2 1.396, C3 1.392, H12 1.002
2 C -3.34 0.48 -0.90  C1 1.396, N9 1.349, H13 1.020
3 C -1.41 0.27 -0.03  C1 1.392, N10 1.342
4 C 3.19 -0.29 -0.10  C5 1.464, C6 1.513, H14 1.004, H15 1.126
5 C 2.18 -1.23 -0.61  C4 1.464, C6 1.461, H16 1.055, H17 1.125
6 C 1.83 0.19 -0.56  C4 1.513, C5 1.461, C8 1.427, H18 1.109
7 C -1.71 -2.09 0.87  N10 1.400, H19 1.194, H20 1.058, H21 1.072
8 C 1.03 0.72 0.50  C6 1.427, N11 1.525, H22 1.079
9 N -3.21 -0.77 -0.41  C2 1.349, N10 1.362
10 N -1.98 -0.93 0.14  C3 1.342, C7 1.400, N9 1.362
11 N 0.72 2.21 0.49  C8 1.525, H23 0.990, H24 1.032, H25 1.086
12 H -1.96 2.13 -1.06  C1 1.002
13 H -4.26 0.71 -1.29  C2 1.020
14 H 3.31 -0.35 0.89  C4 1.004
15 H 4.19 -0.17 -0.60  C4 1.126
16 H 2.25 -1.53 -1.62  C5 1.055
17 H 1.67 -1.89 0.15  C5 1.125
18 H 1.76 0.56 -1.61  C6 1.109
19 H -2.62 -2.22 1.64  C7 1.194
20 H -1.76 -3.05 0.41  C7 1.058
21 H -0.78 -1.96 1.40  C7 1.072
22 H 1.18 0.36 1.51  C8 1.079
23 H 0.43 2.48 1.39  N11 0.990
24 H -0.09 2.34 -0.14  N11 1.032
25 H 1.58 2.83 0.25  N11 1.086

Calculated values
Energy above the lowest of the compared OMol25 structures with the same formula, charge and spin: 7.6541 eV
Total energy: -12980.256 eV
LUMO level (spin up / spin down): -4.424 / -4.413 eV
Charge: +1
Max |F|: 4.57 eV Å⁻¹
E_HOMO (spin up / spin down): -0.46675 / -0.46296 Ha

natural (NBO) population analysis, charges in e, atoms 1 to 2: number 1, C, carries -0.46; number 2, C, carries -0.01

(4)
The following is a DFT calculation (the ωB97M-V functional and the def2-TZVPD basis) of a cluster of 2 separate species, C8H14N3O3 in total at a distorted geometry.

Each atom is followed by the atoms it is bonded to, with distances in Å.
Atoms and positions in Å:
1 C -2.59 -0.77 1.11  N9 1.322, N10 1.321, H15 1.128
2 C -2.50 -0.57 -1.33  C3 1.475, N10 1.432, O12 1.210
3 C -2.24 0.87 -1.11  C2 1.475, C8 1.539, H16 1.105, H17 1.068
4 C 0.75 -0.71 -0.43  C6 1.559, N11 1.444, H18 1.138, H19 1.103
5 C 1.77 0.77 1.19  C7 1.540, N11 1.433, H20 1.087, H21 1.118
6 C 2.15 -1.39 -0.56  C4 1.559, O13 1.367, H22 1.207, H23 1.116
7 C 3.13 0.38 0.58  C5 1.540, O13 1.496, H24 1.081, H25 1.069
8 C -1.71 1.20 0.29  C3 1.539, N9 1.322, O14 1.304
9 N -1.90 0.34 1.28  C1 1.322, C8 1.322
10 N -2.81 -1.25 -0.11  C1 1.321, C2 1.432, H26 1.029
11 N 0.81 0.62 0.13  C4 1.444, C5 1.433, H27 0.958
12 O -2.49 -1.24 -2.34  C2 1.210
13 O 3.09 -1.10 0.38  C6 1.367, C7 1.496
14 O -1.00 2.27 0.50  C8 1.304, H28 0.932
15 H -2.84 -1.27 2.09  C1 1.128
16 H -1.53 1.26 -1.86  C3 1.105
17 H -3.14 1.40 -1.33  C3 1.068
18 H 0.26 -0.69 -1.46  C4 1.138
19 H 0.01 -1.31 0.13  C4 1.103
20 H 1.54 0.13 2.03  C5 1.087
21 H 1.77 1.83 1.55  C5 1.118
22 H 2.07 -2.59 -0.72  C6 1.207
23 H 2.50 -1.01 -1.55  C6 1.116
24 H 3.33 0.94 -0.32  C7 1.081
25 H 3.91 0.66 1.26  C7 1.069
26 H -3.04 -2.24 -0.24  N10 1.029
27 H 1.20 1.27 -0.45  N11 0.958
28 H -0.53 2.21 1.31  O14 0.932

Calculated values
Energy above the lowest of the compared OMol25 structures with the same formula, charge and spin: 2.9024 eV
Total energy: -19126.957 eV
LUMO level: -5.607 eV
Charge: +1
Max |F|: 4.04 eV Å⁻¹
E_HOMO: -0.44211 Ha

natural (NBO) population analysis, charges in e, atoms 1 to 2: number 1, C, carries 0.42; number 2, C, carries 0.70

(5)
The following is a DFT calculation (the ωB97M-V functional and the def2-TZVPD basis) of the ion C8H14N3O4 with charge +1 at a distorted geometry.

Each atom is followed by the atoms it is bonded to, with distances in Å.
Atoms and positions in Å:
1 C 2.92 2.52 0.17  C2 1.322, H16 1.005, H17 1.143
2 C 1.75 2.25 0.74  C1 1.322, C4 1.552, H18 1.059
3 C 1.57 -1.00 -1.42  N9 1.352, O12 1.224, H19 1.083
4 C 1.35 0.81 1.14  C2 1.552, N10 1.324, O13 1.269
5 C -2.04 -0.26 -1.59  C7 1.473, O14 1.450, H20 1.101, H21 1.084
6 C -2.96 0.00 0.55  O14 1.365, O15 1.485, H22 1.031, H23 1.050
7 C -0.81 -0.97 -1.19  C5 1.473, N9 1.434, H24 1.102
8 C -0.66 -0.70 0.97  N10 1.515, N11 1.408, O15 1.362
9 N 0.38 -0.49 -1.82  C3 1.352, C7 1.434, H25 1.002
10 N 0.05 0.64 0.96  C4 1.324, C8 1.515, H26 1.051
11 N 0.08 -1.69 1.64  C8 1.408, H27 1.067, H29 1.047
12 O 1.70 -1.72 -0.44  C3 1.224
13 O 2.19 -0.05 1.55  C4 1.269, H28 1.034
14 O -2.43 0.65 -0.53  C5 1.450, C6 1.365
15 O -1.95 -0.69 1.40  C6 1.485, C8 1.362
16 H 3.17 3.49 0.13  C1 1.005
17 H 3.69 1.69 0.00  C1 1.143
18 H 1.07 3.04 0.93  C2 1.059
19 H 2.38 -0.79 -2.12  C3 1.083
20 H -1.97 0.39 -2.48  C5 1.101
21 H -2.92 -0.86 -1.78  C5 1.084
22 H -3.33 0.72 1.18  C6 1.031
23 H -3.69 -0.70 0.28  C6 1.050
24 H -0.82 -2.07 -1.08  C7 1.102
25 H 0.20 0.07 -2.63  N9 1.002
26 H -0.59 1.41 0.66  N10 1.051
27 H -0.59 -2.16 2.32  N11 1.067
28 H 1.85 -1.02 1.42  O13 1.034
29 H 0.41 -2.49 1.04  N11 1.047

Calculated values
Energy above the lowest of the compared OMol25 structures with the same formula, charge and spin: 3.2296 eV
Total energy: -21173.951 eV
LUMO level: -3.551 eV
Charge: +1
Max |F|: 4.56 eV Å⁻¹
E_HOMO: -0.45118 Ha

natural (NBO) population analysis, charges in e, atoms 1 to 2: number 1, C, carries -0.27; number 2, C, carries -0.30

(6)
The following is a DFT calculation (the ωB97M-V functional and the def2-TZVPD basis) of a cluster of 2 separate species, C8H14NO in total at a distorted geometry.

Each atom is followed by the atoms it is bonded to, with distances in Å.
Atoms and positions in Å:
1 C -1.04 0.39 0.27  C2 1.384, C3 1.469, C6 1.511
2 C -0.95 -0.93 -0.16  C1 1.384, C5 1.451, C7 1.470
3 C -0.33 1.31 -0.62  C1 1.469, N9 1.429, H11 1.124, H12 1.022
4 C 2.56 -0.71 1.48  O10 1.189, H13 1.216, H14 1.172
5 C -0.32 -0.90 -1.46  C2 1.451, N9 1.527
6 C -1.71 0.92 1.51  C1 1.511, H15 1.106, H16 1.092, H17 1.086
7 C -1.60 -2.17 0.29  C2 1.470, H18 1.046, H19 1.095, H20 1.144
8 C 1.48 0.44 -2.23  N9 1.473, H21 1.126, H22 1.153, H23 1.179
9 N 0.09 0.54 -1.75  C3 1.429, C5 1.527, C8 1.473, H24 1.071
10 O 2.01 0.03 0.74  C4 1.189
11 H -1.14 2.01 -0.97  C3 1.124
12 H 0.44 1.64 -0.03  C3 1.022
13 H 1.97 -1.62 2.03  C4 1.216
14 H 3.72 -0.85 1.59  C4 1.172
15 H -2.41 0.10 1.76  C6 1.106
16 H -2.30 1.84 1.48  C6 1.092
17 H -0.96 1.15 2.27  C6 1.086
18 H -0.90 -2.91 0.53  C7 1.046
19 H -2.27 -2.55 -0.49  C7 1.095
20 H -2.27 -2.12 1.22  C7 1.144
21 H 2.09 0.22 -1.31  C8 1.126
22 H 1.57 -0.55 -2.81  C8 1.153
23 H 2.01 1.32 -2.81  C8 1.179
24 H -0.43 0.80 -2.65  N9 1.071

Calculated values
Energy above the lowest of the compared OMol25 structures with the same formula, charge and spin: 5.5956 eV
Total energy: -12048.691 eV
LUMO level: -4.826 eV
Charge: +1
Max |F|: 4.03 eV Å⁻¹
E_HOMO: -0.48127 Ha

natural (NBO) population analysis, charges in e, atoms 1 to 2: number 1, C, carries 0.31; number 2, C, carries -0.25

Copy entry 4 word for word.
The following is a DFT calculation (the ωB97M-V functional and the def2-TZVPD basis) of a cluster of 2 separate species, C8H14N3O3 in total at a distorted geometry.

Each atom is followed by the atoms it is bonded to, with distances in Å.
Atoms and positions in Å:
1 C -2.59 -0.77 1.11  N9 1.322, N10 1.321, H15 1.128
2 C -2.50 -0.57 -1.33  C3 1.475, N10 1.432, O12 1.210
3 C -2.24 0.87 -1.11  C2 1.475, C8 1.539, H16 1.105, H17 1.068
4 C 0.75 -0.71 -0.43  C6 1.559, N11 1.444, H18 1.138, H19 1.103
5 C 1.77 0.77 1.19  C7 1.540, N11 1.433, H20 1.087, H21 1.118
6 C 2.15 -1.39 -0.56  C4 1.559, O13 1.367, H22 1.207, H23 1.116
7 C 3.13 0.38 0.58  C5 1.540, O13 1.496, H24 1.081, H25 1.069
8 C -1.71 1.20 0.29  C3 1.539, N9 1.322, O14 1.304
9 N -1.90 0.34 1.28  C1 1.322, C8 1.322
10 N -2.81 -1.25 -0.11  C1 1.321, C2 1.432, H26 1.029
11 N 0.81 0.62 0.13  C4 1.444, C5 1.433, H27 0.958
12 O -2.49 -1.24 -2.34  C2 1.210
13 O 3.09 -1.10 0.38  C6 1.367, C7 1.496
14 O -1.00 2.27 0.50  C8 1.304, H28 0.932
15 H -2.84 -1.27 2.09  C1 1.128
16 H -1.53 1.26 -1.86  C3 1.105
17 H -3.14 1.40 -1.33  C3 1.068
18 H 0.26 -0.69 -1.46  C4 1.138
19 H 0.01 -1.31 0.13  C4 1.103
20 H 1.54 0.13 2.03  C5 1.087
21 H 1.77 1.83 1.55  C5 1.118
22 H 2.07 -2.59 -0.72  C6 1.207
23 H 2.50 -1.01 -1.55  C6 1.116
24 H 3.33 0.94 -0.32  C7 1.081
25 H 3.91 0.66 1.26  C7 1.069
26 H -3.04 -2.24 -0.24  N10 1.029
27 H 1.20 1.27 -0.45  N11 0.958
28 H -0.53 2.21 1.31  O14 0.932

Calculated values
Energy above the lowest of the compared OMol25 structures with the same formula, charge and spin: 2.9024 eV
Total energy: -19126.957 eV
LUMO level: -5.607 eV
Charge: +1
Max |F|: 4.04 eV Å⁻¹
E_HOMO: -0.44211 Ha

natural (NBO) population analysis, charges in e, atoms 1 to 2: number 1, C, carries 0.42; number 2, C, carries 0.70

Which of these has the highest energy above the lowest of the compared OMol25 structures with the same formula, charge and spin?
number 3